Density functional theory data (the ωB97M-V functional and the def2-TZVPD basis) for a molecular structure, C21H63B2ClGaNO23P5 at a distorted geometry.

The geometry in XYZ format:
```
117
Properties=species:S:1:pos:R:3
C -0.17 -0.75 2.11
C -1.57 -1.49 1.91
O -2.60 -0.59 2.34
B -3.24 0.09 1.24
O -4.67 -0.05 1.20
Ga -2.34 1.26 -0.23
N -3.81 2.10 -1.25
C -1.11 2.65 0.72
C -0.39 3.68 -0.25
C -1.33 4.44 -1.25
Cl -2.60 5.47 -0.42
B -1.18 0.22 -1.62
C -0.69 1.04 -2.95
O -0.79 -1.17 -1.56
H -0.35 0.00 2.94
H 0.19 -0.19 1.22
H 0.58 -1.49 2.52
H -1.58 -2.41 2.57
H -1.74 -1.85 0.86
H -5.01 0.50 0.47
H -3.49 2.26 -2.20
H -4.10 2.97 -0.80
H -0.29 2.10 1.26
H -1.69 3.20 1.52
H 0.08 4.47 0.40
H 0.47 3.22 -0.83
H -0.68 5.14 -1.85
H -1.79 3.74 -2.00
H -0.03 0.40 -3.60
H -0.22 2.01 -2.66
H -1.64 1.31 -3.51
H -0.13 -1.25 -0.85
C 5.60 -2.66 3.79
O 5.54 -1.59 4.72
P 4.49 -0.27 4.37
O 3.42 -1.17 3.77
O 5.54 0.25 3.20
C 6.90 0.45 3.56
O 3.53 1.12 4.10
C 2.73 1.51 5.22
H 6.51 -3.24 3.99
H 4.74 -3.32 3.91
H 5.65 -2.29 2.76
H 7.50 -0.36 3.14
H 7.05 0.49 4.64
H 7.24 1.40 3.13
H 3.38 1.76 6.07
H 2.04 0.71 5.50
H 2.16 2.40 4.95
C 1.97 -6.75 1.19
O 3.04 -7.68 1.03
P 4.63 -7.09 1.22
O 4.28 -6.15 2.37
O 4.54 -6.31 -0.22
C 4.12 -7.05 -1.37
O 6.31 -6.69 1.32
C 7.08 -7.59 2.13
H 1.08 -7.19 0.74
H 1.77 -6.59 2.25
H 2.18 -5.80 0.70
H 3.10 -6.77 -1.63
H 4.16 -8.13 -1.20
H 4.78 -6.81 -2.20
H 7.04 -8.60 1.72
H 6.71 -7.59 3.16
H 8.11 -7.24 2.13
C -4.71 1.37 -7.68
O -5.22 0.74 -6.52
P -4.38 -0.63 -5.92
O -2.98 -0.12 -6.22
O -4.95 -1.57 -7.14
C -6.36 -1.55 -7.41
O -3.81 -2.03 -5.10
C -3.70 -1.87 -3.68
H -5.50 2.00 -8.09
H -3.86 2.00 -7.43
H -4.42 0.64 -8.44
H -6.53 -0.98 -8.33
H -6.92 -1.09 -6.59
H -6.70 -2.57 -7.55
H -4.68 -1.65 -3.25
H -3.00 -1.07 -3.44
H -3.33 -2.81 -3.25
C 4.42 -0.58 12.07
O 5.27 -0.96 11.00
P 4.69 -0.75 9.40
O 3.98 0.57 9.66
O 3.68 -2.03 9.55
C 4.20 -3.27 10.05
O 4.38 -0.71 7.71
C 5.42 -0.13 6.94
H 4.79 -1.05 12.98
H 4.45 0.50 12.21
H 3.39 -0.91 11.90
H 3.86 -3.41 11.07
H 5.29 -3.29 10.03
H 3.83 -4.08 9.43
H 6.34 -0.70 7.05
H 5.58 0.91 7.23
H 5.11 -0.16 5.86
C -5.35 7.41 -10.27
O -5.72 7.82 -8.96
P -6.04 6.60 -7.80
O -4.93 5.67 -8.29
O -7.47 6.25 -8.54
C -8.37 7.33 -8.80
O -6.44 5.55 -6.51
C -5.80 5.85 -5.26
H -5.49 8.26 -10.94
H -4.30 7.12 -10.29
H -5.98 6.59 -10.62
H -8.36 7.54 -9.87
H -8.11 8.23 -8.25
H -9.38 7.02 -8.52
H -6.08 6.85 -4.92
H -4.71 5.79 -5.37
H -6.13 5.12 -4.52
```

Computed properties:
* energy: -6764.34782 Ha
* net charge: -1

Löwdin population analysis, charges in e, atoms 1 to 5:
1. C -0.07
2. C -0.26
3. O -0.07
4. B -0.53
5. O 0.02

Density functional theory data (the ωB97M-V functional and the def2-TZVPD basis) for 4 unconnected molecules or ions with the total composition C21H63BIN9O5P4 at a distorted geometry.

The geometry in XYZ format:
```
104
Properties=species:S:1:pos:R:3
C -3.83 -1.50 7.46
N -3.61 -1.10 6.09
C -4.80 -1.11 5.26
P -2.12 -0.77 5.36
O -2.46 0.33 4.42
N -1.01 0.00 6.44
C -1.48 0.52 7.71
C -0.12 0.95 5.78
N -1.46 -2.29 5.62
C -2.13 -3.44 4.99
C -0.01 -2.49 5.76
H -4.59 -2.28 7.52
H -4.17 -0.66 8.07
H -2.93 -1.92 7.91
H -4.95 -2.09 4.78
H -4.73 -0.36 4.47
H -5.69 -0.88 5.85
H -2.36 1.17 7.61
H -0.69 1.10 8.18
H -1.72 -0.28 8.41
H -0.60 1.92 5.59
H 0.21 0.56 4.81
H 0.76 1.11 6.40
H -2.38 -4.18 5.76
H -1.51 -3.92 4.24
H -3.06 -3.15 4.51
H 0.29 -2.34 6.80
H 0.58 -1.80 5.14
H 0.26 -3.50 5.47
C 1.76 -0.08 -5.47
N 2.38 -1.22 -4.84
C 3.76 -1.45 -5.23
P 1.62 -2.34 -3.82
O 2.65 -2.69 -2.82
N 0.42 -1.59 -2.81
C 0.35 -0.15 -2.70
C 0.30 -2.21 -1.50
N 0.46 -2.86 -4.91
C 0.92 -3.50 -6.16
C -0.84 -3.38 -4.45
H 2.12 0.03 -6.50
H 1.99 0.85 -4.94
H 0.68 -0.19 -5.53
H 3.84 -2.11 -6.11
H 4.32 -1.91 -4.42
H 4.25 -0.51 -5.47
H 1.32 0.31 -2.47
H -0.35 0.13 -1.92
H -0.04 0.30 -3.61
H 1.08 -1.88 -0.80
H 0.37 -3.30 -1.57
H -0.68 -1.97 -1.08
H 0.48 -2.98 -7.01
H 0.63 -4.55 -6.21
H 2.00 -3.45 -6.25
H -1.54 -2.56 -4.32
H -0.77 -3.92 -3.51
H -1.26 -4.06 -5.19
C 4.57 4.72 -0.18
N 3.65 4.49 -1.27
C 2.25 4.44 -0.89
P 4.07 4.14 -2.86
O 3.01 4.73 -3.70
N 5.48 5.02 -3.34
C 5.98 6.11 -2.52
C 5.47 5.39 -4.75
N 4.91 2.72 -2.59
C 4.18 1.60 -1.98
C 5.98 2.28 -3.50
H 4.21 4.24 0.74
H 4.67 5.79 0.03
H 5.56 4.31 -0.38
H 1.93 3.43 -0.61
H 1.62 4.79 -1.70
H 2.07 5.09 -0.03
H 5.20 6.84 -2.25
H 6.76 6.64 -3.06
H 6.44 5.74 -1.61
H 4.85 6.28 -4.95
H 5.08 4.58 -5.37
H 6.49 5.59 -5.08
H 4.70 1.26 -1.08
H 4.07 0.75 -2.66
H 3.17 1.89 -1.69
H 6.93 2.73 -3.20
H 5.79 2.55 -4.54
H 6.09 1.20 -3.44
C -4.45 -2.90 0.96
C -4.72 -1.40 0.77
I -3.63 -0.76 -1.00
C -6.20 -1.09 0.54
B -7.14 -1.42 1.74
P -8.83 -2.43 1.66
O -8.32 -3.87 1.03
O -9.70 -1.67 0.49
H -3.54 -3.02 1.55
H -4.25 -3.39 0.01
H -5.27 -3.40 1.48
H -4.29 -0.85 1.60
H -6.51 -1.56 -0.40
H -6.29 -0.01 0.37
H -6.81 -1.07 2.84
H -7.94 -3.75 0.14
H -9.20 -1.09 -0.09
```

Computed properties:
* energy: -3394.90454 Ha
* ΔE to the lowest compared entry with this formula, charge and spin: 1.933 eV
* net charge: 0

Löwdin population analysis, charges in e, atoms 1 to 5:
1. C -0.13
2. N -0.31
3. C -0.13
4. P 0.61
5. O -0.29

Density functional theory data (the ωB97M-V functional and the def2-TZVPD basis) for 9 unconnected molecules or ions with the total composition C21H63N2O19S6 at a distorted geometry.

The geometry in XYZ format:
```
111
Properties=species:S:1:pos:R:3
N -4.77 0.94 0.24
H -4.96 1.30 -0.68
H -5.31 0.09 0.25
H -5.10 1.60 0.93
H -3.78 0.76 0.36
N -3.16 -1.93 -1.10
H -2.80 -1.13 -0.60
H -2.32 -2.46 -1.31
H -3.69 -1.46 -1.83
H -3.70 -2.57 -0.55
C -0.56 -1.69 1.13
C -0.75 -0.12 0.91
C 0.39 0.59 0.07
O -2.09 0.05 0.48
H -0.63 -2.28 0.22
H -1.23 -2.09 1.89
H 0.47 -1.95 1.38
H -0.89 0.43 1.85
H 0.35 0.47 -1.01
H 1.36 0.21 0.37
H 0.27 1.65 0.31
O 5.91 0.51 -3.60
S 4.56 0.47 -4.19
O 4.23 -0.47 -5.23
O 3.54 0.07 -2.93
C 3.71 0.41 -1.58
C 4.96 -0.17 -0.95
C 3.82 2.12 -4.61
H 2.91 -0.12 -1.07
H 3.54 1.47 -1.37
H 5.14 -1.13 -1.43
H 4.83 -0.29 0.13
H 5.87 0.42 -1.08
H 3.60 2.58 -3.65
H 2.95 1.96 -5.24
H 4.50 2.65 -5.28
O -1.10 -3.50 -2.16
S -0.37 -4.80 -2.21
O -0.12 -5.52 -3.42
O 1.11 -4.61 -1.50
C 1.73 -3.41 -1.38
C 2.98 -3.66 -0.58
C -1.17 -5.86 -0.93
H 1.01 -2.70 -0.96
H 1.85 -3.01 -2.38
H 3.55 -2.74 -0.60
H 3.60 -4.47 -0.97
H 2.82 -3.99 0.44
H -2.24 -5.87 -1.16
H -0.96 -5.46 0.06
H -0.83 -6.87 -0.76
O -1.17 5.04 3.27
S -0.96 4.96 1.84
O -1.16 6.15 1.00
O 0.57 4.38 1.52
C 1.17 3.59 2.50
C 2.62 3.84 2.71
C -1.90 3.55 1.16
H 1.04 2.67 1.94
H 0.59 3.54 3.42
H 3.10 2.97 3.17
H 2.79 4.72 3.32
H 2.91 4.12 1.70
H -2.93 3.60 1.54
H -1.39 2.67 1.54
H -1.75 3.47 0.08
O 1.64 0.66 5.82
S 0.69 0.32 4.74
O -0.30 1.31 4.39
O 1.51 -0.08 3.36
C 2.70 -0.86 3.41
C 3.83 0.09 3.07
C -0.21 -1.40 4.96
H 2.61 -1.80 2.87
H 2.89 -1.19 4.44
H 4.78 -0.44 2.99
H 4.02 0.77 3.90
H 3.69 0.75 2.21
H 0.65 -2.07 4.96
H -0.94 -1.50 4.16
H -0.54 -1.47 6.00
O 1.39 2.12 -7.32
S 1.20 0.70 -7.66
O 2.28 -0.11 -8.19
O 0.70 -0.08 -6.22
C -0.32 0.57 -5.44
C -0.75 -0.34 -4.26
C -0.37 0.48 -8.67
H -1.19 0.67 -6.08
H 0.11 1.56 -5.30
H -1.71 -0.02 -3.85
H 0.01 -0.61 -3.53
H -0.96 -1.30 -4.71
H -0.38 1.27 -9.42
H -1.27 0.70 -8.09
H -0.14 -0.49 -9.09
O -5.87 2.51 4.99
S -4.65 1.73 5.08
O -4.25 1.21 6.40
O -4.80 0.53 3.99
C -3.85 -0.55 4.06
C -4.72 -1.66 3.41
C -3.37 2.68 4.31
H -3.56 -0.68 5.10
H -2.93 -0.41 3.51
H -4.29 -2.65 3.48
H -4.94 -1.56 2.35
H -5.62 -1.81 4.01
H -2.43 2.62 4.85
H -3.52 3.76 4.30
H -3.35 2.40 3.25
```

Computed properties:
* multiplicity: 2
* energy: -4765.20163 Ha
* net charge: +2

Löwdin population analysis, charges in e, atoms 1 to 5:
1. N 0.36
2. H 0.16
3. H 0.14
4. H 0.16
5. H 0.07

Density functional theory data (the ωB97M-V functional and the def2-TZVPD basis) for a molecular structure, C21H63O22P at a distorted geometry.

The geometry in XYZ format:
```
107
Properties=species:S:1:pos:R:3
C 3.20 -4.46 -12.27
O 2.32 -3.42 -12.52
P 0.81 -3.46 -11.91
O 0.18 -4.79 -11.61
O 0.99 -2.60 -10.58
C -0.03 -2.52 -9.67
O -0.11 -2.51 -12.93
C -0.05 -3.07 -14.19
H 2.69 -5.28 -11.77
H 4.10 -4.13 -11.74
H 3.55 -4.92 -13.20
H -0.88 -3.19 -9.76
H -0.30 -1.46 -9.60
H 0.42 -2.80 -8.72
H 0.96 -2.80 -14.49
H -0.57 -2.52 -14.97
H -0.32 -4.13 -14.11
C -6.33 3.19 -1.20
C -6.50 1.66 -1.23
O -6.16 1.13 -2.52
O -7.40 3.73 -2.03
H -5.32 3.43 -1.51
H -6.61 3.65 -0.25
H -7.49 1.26 -1.01
H -5.78 1.19 -0.57
H -6.66 1.74 -3.07
H -7.01 4.05 -2.84
C -5.40 -3.78 -7.29
C -5.25 -2.44 -6.56
O -5.26 -2.72 -5.18
O -4.28 -4.62 -7.10
H -5.57 -3.70 -8.36
H -6.30 -4.26 -6.92
H -6.22 -1.96 -6.68
H -4.50 -1.78 -6.99
H -5.39 -1.93 -4.65
H -4.43 -5.01 -6.23
C 0.03 2.97 -3.95
C 1.26 2.64 -3.01
O 0.96 1.41 -2.34
O -1.10 3.60 -3.33
H -0.33 2.02 -4.34
H 0.22 3.61 -4.81
H 1.48 3.40 -2.26
H 2.22 2.50 -3.50
H 0.73 0.76 -3.01
H -1.10 3.24 -2.44
C 0.01 -8.04 -0.56
C -1.48 -7.66 -0.68
O -1.76 -7.97 -2.06
O 0.33 -8.21 0.81
H 0.68 -7.27 -0.95
H 0.10 -8.93 -1.18
H -1.77 -6.65 -0.40
H -2.05 -8.20 0.08
H -2.65 -7.68 -2.28
H 1.04 -8.86 0.81
C -1.56 -2.61 -2.35
C -0.71 -3.38 -3.44
O 0.49 -2.64 -3.65
O -0.89 -2.60 -1.03
H -2.50 -3.17 -2.33
H -1.97 -1.66 -2.69
H -1.23 -3.44 -4.40
H -0.51 -4.38 -3.06
H 1.02 -2.96 -4.39
H -0.14 -2.01 -0.97
C -0.63 1.76 2.18
C -1.29 3.15 2.16
O -1.36 3.70 0.84
O 0.68 1.95 1.84
H -1.29 1.12 1.60
H -0.62 1.32 3.18
H -0.66 3.86 2.70
H -2.29 3.24 2.59
H -1.30 4.66 0.90
H 0.73 2.50 1.06
C 6.20 -4.69 -7.05
C 5.01 -3.64 -6.98
O 3.79 -4.25 -6.71
O 5.98 -5.71 -8.05
H 6.31 -5.11 -6.05
H 7.08 -4.10 -7.31
H 4.97 -3.19 -7.98
H 5.27 -2.84 -6.28
H 3.79 -4.92 -7.40
H 6.87 -6.05 -8.16
C -7.45 -6.22 -2.91
C -7.66 -6.06 -1.39
O -6.74 -5.12 -0.98
O -6.18 -6.58 -3.42
H -7.82 -5.32 -3.41
H -8.17 -6.98 -3.21
H -7.51 -7.04 -0.93
H -8.65 -5.69 -1.15
H -6.20 -4.79 -1.70
H -6.13 -7.53 -3.27
C 0.08 -7.88 -7.80
C -1.10 -8.57 -8.45
O -2.06 -8.96 -7.51
O 1.33 -7.91 -8.48
H 0.17 -8.34 -6.82
H -0.11 -6.83 -7.60
H -0.76 -9.52 -8.86
H -1.54 -7.98 -9.26
H -2.32 -8.18 -7.02
H 1.15 -7.60 -9.37
```

Computed properties:
* energy: -2834.33739 Ha
* ΔE to the lowest compared entry with this formula, charge and spin: 4.625 eV
* net charge: 0

Löwdin population analysis, charges in e, atoms 1 to 5:
1. C -0.13
2. O -0.21
3. P 0.51
4. O -0.26
5. O -0.20